--- P ---
The following is a quantum chemistry calculation of a single C5H6 molecule, from the OMol25 dataset.

The charge is 0. The SMILES is C#CC1CC1. As for the orbital gap: 10.634 eV.

XYZ file:
```
11
C5H6 (wB97M-V/def2-TZVPD)
C -0.619 -1.836 -1.588
C -0.188 -1.189 -0.667
C 0.434 -0.325 0.313
C 0.444 1.148 -0.021
C -0.335 0.664 1.158
H -0.966 -2.385 -2.435
H 1.329 -0.735 0.774
H 1.364 1.703 0.124
H -0.118 1.416 -0.911
H 0.073 0.864 2.146
H -1.418 0.674 1.106
```


--- Q ---
The following is a quantum chemistry calculation of a single C5H6 molecule, from the OMol25 dataset.

The charge is 0. The SMILES is C#CC1CC1. As for the orbital gap: 10.273 eV.

XYZ file:
```
11
C5H6 (wB97M-V/def2-TZVPD)
C 2.208 0.016 0.140
C 1.340 0.155 -0.696
C -0.075 0.442 -0.581
C -1.048 -0.659 -0.429
C -0.768 0.205 0.765
H 3.064 0.114 0.715
H -0.311 1.339 -1.139
H -1.956 -0.512 -0.963
H -0.667 -1.674 -0.374
H -1.477 0.983 1.013
H -0.361 -0.300 1.664
```


--- R ---
The following is a quantum chemistry calculation of a single C5H6 molecule, from the OMol25 dataset.

The charge is 0. The SMILES is C=C1C=CC1. As for the orbital gap: 9.820 eV.

XYZ file:
```
11
C5H6 (wB97M-V/def2-TZVPD)
C 1.577 0.801 -0.585
C 0.541 0.088 -0.188
C -0.068 -1.194 -0.315
C -1.250 -0.859 0.267
C -0.910 0.504 0.685
H 1.814 1.764 -0.159
H 2.237 0.420 -1.352
H 0.325 -2.124 -0.694
H -2.201 -1.373 0.317
H -0.542 0.643 1.696
H -1.524 1.330 0.327
```


--- S ---
The following is a quantum chemistry calculation of a single C5H6 molecule, from the OMol25 dataset.

The charge is 0. The SMILES is C#CC(=C)C. As for the orbital gap: 10.087 eV.

XYZ file:
```
11
C5H6 (wB97M-V/def2-TZVPD)
C 2.478 -0.170 0.004
C 1.270 -0.022 -0.025
C -0.145 0.155 -0.075
C -0.581 1.412 -0.006
C -1.093 -1.056 -0.034
H 3.592 -0.209 -0.076
H 0.134 2.261 0.093
H -1.664 1.591 -0.117
H -2.099 -0.566 -0.121
H -1.060 -1.499 1.104
H -0.832 -1.896 -0.748
```


Need the numbers? Relative energies in eV: P 0.000; Q 1.083; R 0.100; S 0.196.


--- P ---
The following is a quantum chemistry calculation of a single C5H6 molecule, from the OMol25 dataset.

The charge is 0. The SMILES is C#CCC=C. As for the orbital gap: 10.620 eV.

XYZ file:
```
11
C5H6 (wB97M-V/def2-TZVPD)
C 1.126 2.157 0.182
C 0.714 1.085 -0.158
C 0.407 -0.257 -0.560
C -0.312 -1.113 0.450
C -1.646 -1.452 0.154
H 1.347 3.115 0.501
H -0.108 -0.102 -1.518
H 1.385 -0.742 -0.932
H 0.196 -1.695 1.373
H -2.176 -2.331 0.706
H -2.376 -0.764 -0.539
```


--- Q ---
The following is a quantum chemistry calculation of a single C5H6 molecule, from the OMol25 dataset.

The charge is 0. The SMILES is C#C/C=C/C. As for the orbital gap: 9.870 eV.

XYZ file:
```
11
C5H6 (wB97M-V/def2-TZVPD)
C -2.567 -0.258 -0.003
C -1.420 0.216 -0.014
C -0.077 0.549 0.015
C 0.861 -0.382 0.067
C 2.321 -0.067 -0.043
H -3.621 -0.551 -0.127
H 0.117 1.667 0.136
H 0.583 -1.478 0.062
H 2.528 1.049 -0.229
H 2.890 -0.432 0.873
H 2.796 -0.605 -0.848
```


Need the numbers? Relative energies in eV: P 1.024; Q 0.000.